C16H32AlO5 | ωB97M-V/def2-TZVPD

## Properties
Maximum force ... 0.0455 hartree/bohr
Total charge ... -1
Spin multiplicity ... 1
E_HOMO ... -3.882 eV
Kohn-Sham gap ... 6.27 eV

```
54
Properties=species:S:1:pos:R:3:forces:R:3
C 3.8566 0.6673 1.4045 -0.881 0.121 -0.659
C 3.1775 -0.3397 0.4568 0.584 -0.561 0.808
C 2.4690 -1.4359 1.2693 -0.919 -0.221 -0.371
C 2.7119 -2.8251 0.6656 0.822 0.595 0.304
Al 0.4357 -1.1130 1.4845 0.702 0.244 0.380
C 0.1513 0.9128 1.3971 -0.049 -0.511 -0.531
C -0.6409 1.4485 0.1839 -0.266 0.153 1.047
C -0.0362 -1.7532 3.3692 -0.232 -0.239 -0.851
C -1.2737 -2.6584 3.5168 0.721 0.164 1.048
C -0.4580 -2.1667 -0.0236 -0.278 0.804 0.399
C -1.9716 -2.2691 0.0140 0.695 -0.816 -1.292
O -2.5880 -1.0073 0.3501 0.753 -0.111 0.145
C -3.4720 -1.0351 1.3349 0.405 1.515 0.522
C -3.3792 0.1748 2.2219 0.537 0.038 -0.500
O -4.2603 -1.8977 1.5213 -1.343 -1.908 0.200
H 3.2993 0.6805 2.3311 -0.023 0.068 0.411
H 4.8864 0.4044 1.5989 0.315 -0.002 0.126
H 3.7733 1.6669 0.9861 0.388 0.274 -0.016
H 2.5121 0.1770 -0.2240 -0.176 0.119 -0.215
H 3.9654 -0.8154 -0.1381 0.054 0.092 -0.325
H 2.8936 -1.4583 2.2754 0.160 0.057 0.158
H 3.7979 -2.9950 0.6177 0.107 -0.251 -0.084
H 2.3583 -2.8880 -0.3564 -0.332 -0.177 -0.226
H 2.2953 -3.6169 1.2813 -0.282 -0.224 -0.053
H -0.3056 1.2276 2.3361 -0.157 0.226 0.113
H 1.1350 1.3765 1.3863 0.301 0.009 0.073
H -1.6779 1.5542 0.4923 -0.307 -0.010 -0.197
H -0.3141 2.4492 -0.0935 0.130 0.082 -0.399
H -0.6460 0.7573 -0.6519 0.189 0.071 -0.361
H -0.1188 -0.8641 3.9928 -0.174 0.150 0.246
H 0.8255 -2.2936 3.7603 0.275 -0.107 -0.011
H -2.1793 -2.0788 3.6330 -0.436 0.076 -0.383
H -1.3671 -3.4032 2.7346 -0.167 0.022 -0.318
H -1.1938 -3.2199 4.4521 -0.168 -0.229 0.143
H -0.0349 -3.1667 -0.0589 -0.016 -0.315 0.089
H -0.1704 -1.6959 -0.9655 0.169 0.122 -0.178
H -2.3347 -2.5436 -0.9759 -0.395 0.043 -0.139
H -2.2646 -3.0771 0.6708 -0.419 0.213 0.468
H -3.7479 1.0312 1.6651 -0.171 0.240 0.139
H -3.8981 0.0083 3.1502 -0.398 0.028 0.131
H -2.3270 0.3470 2.4160 0.212 0.169 0.114
C -1.0248 2.2694 -5.6636 0.185 0.003 -0.126
C -0.7183 2.6210 -4.2253 -0.109 -0.186 -0.424
C -0.2764 4.0449 -3.9880 -0.124 0.176 0.237
O 0.4905 3.9228 -2.7870 -0.036 -0.129 -0.191
C 0.9956 2.6549 -2.7634 0.115 -0.191 0.171
O 1.8179 2.2713 -2.0059 0.121 0.093 -0.079
O 0.4233 1.8973 -3.7414 -0.036 0.302 0.155
H -0.3694 2.8049 -6.3534 0.047 -0.018 0.043
H -0.8792 1.2039 -5.8361 -0.113 -0.024 0.093
H -2.0555 2.5265 -5.9082 -0.004 -0.012 0.032
H -1.5657 2.3599 -3.5850 0.031 0.058 0.068
H -1.1036 4.7378 -3.8471 0.061 0.013 0.175
H 0.3813 4.4194 -4.7775 -0.066 -0.099 -0.109
```
Positions in Å, forces in eV/Å.

C16H32BBrI2N3O6 | ωB97M-V/def2-TZVPD

## Properties
Maximum force ... 0.0530 hartree/bohr
Total charge ... -1
Spin multiplicity ... 1
E_HOMO ... -4.924 eV
Kohn-Sham gap ... 7.12 eV

```
61
Properties=species:S:1:pos:R:3:forces:R:3
C -1.6231 2.1103 4.1121 -0.117 0.284 -0.292
C -1.7554 2.7308 2.7249 0.437 0.551 0.427
C -0.4718 2.4976 1.9144 -0.123 0.362 -0.541
I 0.4139 4.4256 1.4329 0.300 0.019 0.120
C -0.6259 1.5302 0.7324 -2.087 -1.631 0.640
O 0.5443 0.9270 0.2501 0.273 0.903 -0.648
C 1.4025 1.7640 -0.5170 0.575 -0.166 0.200
C 2.2347 0.9412 -1.4983 0.086 0.568 0.379
N 3.6326 0.8132 -1.0353 -0.088 -0.709 -0.692
C 4.6429 1.1295 -2.0404 0.146 -0.175 0.601
C 5.4005 2.4059 -1.7280 0.094 0.503 0.033
C 6.2016 2.8535 -2.9349 0.342 -0.188 0.082
O 4.5126 3.4336 -1.3001 -0.025 0.103 -0.077
O -1.2701 0.4622 1.3707 0.248 0.132 0.766
B -2.4420 -0.0638 0.6957 -1.090 -0.374 -1.544
C -3.9325 0.1480 1.4378 1.088 0.412 0.519
C -3.9560 -0.0133 2.9122 -1.168 0.574 -0.665
O -3.2653 -0.7518 3.5462 0.870 -1.023 0.864
C -2.3318 -1.5570 0.0334 0.083 -0.114 1.054
C -2.1090 -2.7010 1.0385 -0.123 -0.428 -1.300
C -3.3863 -3.3053 1.5729 0.322 0.568 0.593
I -4.4424 -4.4633 0.0972 0.031 -0.055 0.174
O -2.5466 0.8472 -0.5255 0.304 0.124 0.464
C -1.6278 1.8207 -0.4646 0.366 -1.007 -0.785
Br -2.5812 3.5806 -0.4904 -0.008 0.519 0.058
H -1.1969 1.1214 4.0365 -0.073 -0.379 0.173
H -2.5862 2.0835 4.6043 -0.278 -0.253 0.148
H -0.9947 2.7497 4.7233 0.369 0.001 0.150
H -1.8466 3.7966 2.8859 -0.302 0.299 -0.135
H -2.6523 2.4226 2.2156 -0.085 -0.318 -0.299
H 0.2366 2.0248 2.5745 0.510 -0.030 0.010
H 0.8943 2.5744 -1.0371 -0.458 -0.102 -0.014
H 2.1121 2.2368 0.1527 0.173 0.228 0.098
H 1.7820 -0.0295 -1.6702 -0.196 -0.220 0.115
H 2.2148 1.4649 -2.4478 0.174 0.094 -0.265
H 3.7709 -0.1587 -0.7964 -0.058 0.041 0.246
H 4.2719 1.1670 -3.0660 -0.352 0.057 -0.068
H 5.3860 0.3341 -2.0186 0.206 -0.138 -0.200
H 6.0978 2.2100 -0.9140 0.052 -0.171 0.194
H 7.0838 2.2232 -3.0326 0.112 -0.127 -0.157
H 6.5472 3.8739 -2.8207 0.007 0.223 0.050
H 5.6242 2.7716 -3.8487 -0.167 0.103 -0.184
H 4.9227 3.8624 -0.5412 -0.303 -0.032 -0.134
H -4.2323 1.1734 1.2301 -0.352 0.165 -0.111
H -4.6683 -0.5031 0.9693 -0.182 -0.135 -0.011
H -4.7134 0.5972 3.4658 0.095 0.138 0.006
H -1.5837 -1.6280 -0.7526 0.278 0.230 -0.026
H -3.2876 -1.7492 -0.4538 -0.170 0.039 -0.271
H -1.5992 -3.5103 0.5150 0.374 -0.159 0.085
H -1.4641 -2.4208 1.8618 0.006 0.240 0.370
H -4.0794 -2.5512 1.9039 -0.362 0.197 -0.111
H -3.1795 -3.9139 2.4398 -0.150 -0.637 -0.004
H -1.1030 1.7705 -1.4137 0.383 0.870 -0.092
C -0.1015 -5.2576 -2.2906 -0.164 -0.083 0.005
O 0.3660 -4.2561 -1.7894 0.111 0.047 0.012
N -1.3633 -5.7069 -2.0252 -0.010 0.048 0.075
N 0.6115 -6.0315 -3.1766 0.126 -0.066 -0.094
H -1.7501 -6.5346 -2.4361 0.017 0.015 -0.003
H -1.9312 -5.1773 -1.3837 -0.012 0.022 -0.028
H 1.5428 -5.7328 -3.3961 -0.031 0.017 0.019
H 0.2504 -6.8620 -3.6045 -0.026 0.023 0.019
```
Positions in Å, forces in eV/Å.

C16H32BrO5SiTi | ωB97M-V/def2-TZVPD

## Properties
Maximum force ... 0.0148 hartree/bohr
Total charge ... +3
Spin multiplicity ... 1
E_HOMO ... -17.220 eV
Kohn-Sham gap ... 4.67 eV

```
56
Properties=species:S:1:pos:R:3:forces:R:3
Ti -1.4827 0.9351 -5.0563 -0.390 0.159 0.634
O -4.4785 -1.6554 -6.0560 -0.015 0.028 -0.026
C -3.7856 -0.6652 -5.6792 0.059 -0.033 -0.023
O -2.5292 -0.6071 -5.7262 0.140 0.144 -0.116
C -4.5231 0.5247 -5.1410 -0.020 -0.044 0.088
O -3.4893 1.4542 -4.7466 -0.015 0.029 -0.383
C -3.8366 2.8685 -4.8692 -0.003 0.041 0.095
C -2.5615 3.6236 -5.1840 0.181 -0.080 -0.040
O -2.3790 4.7445 -5.4014 -0.064 0.019 0.051
O -1.4692 2.6461 -5.1937 0.036 -0.226 -0.230
H -3.9728 -2.4052 -6.4367 -0.003 -0.017 0.018
H -5.1549 0.9497 -5.9261 -0.008 -0.007 0.001
H -5.1489 0.2494 -4.2887 0.025 0.000 0.020
H -4.5424 3.0103 -5.6890 -0.014 0.010 0.012
H -4.2671 3.2266 -3.9337 0.017 -0.012 0.011
C 1.6837 2.3233 1.5570 0.043 0.009 0.013
C 1.2333 1.2969 2.6152 -0.076 -0.018 0.001
C -0.1377 1.7416 3.1419 0.012 0.009 0.011
C 2.2381 1.2707 3.7971 -0.001 -0.018 0.004
Si 1.3169 -0.4507 1.9483 0.072 0.022 0.117
Br -0.7235 0.4282 -2.9795 -0.059 0.028 -0.356
C -0.1101 -1.6265 2.2502 0.048 -0.085 0.042
C -1.4207 -0.9775 1.7522 -0.005 0.033 0.042
C 0.0213 -3.0081 1.5960 0.007 0.011 -0.032
C -0.1621 -1.8289 3.7857 0.024 -0.014 -0.003
C 2.8855 -1.0711 1.1385 0.028 0.065 -0.010
C 2.5819 -1.8970 -0.1281 -0.004 -0.026 0.008
C 3.5047 -1.9823 2.2321 -0.016 -0.004 0.012
C 3.9072 0.0108 0.7652 0.021 -0.010 0.022
H 1.5099 3.3231 1.9608 0.016 0.000 0.006
H 1.1049 2.2489 0.6312 -0.006 0.011 0.007
H 2.7394 2.2515 1.3133 -0.010 -0.016 -0.016
H -0.0167 2.7293 3.5924 0.002 -0.003 0.007
H -0.5428 1.0900 3.9132 -0.005 -0.016 -0.007
H -0.8723 1.8393 2.3424 -0.004 0.001 -0.003
H 2.2975 2.2787 4.2151 -0.002 0.001 -0.002
H 3.2484 0.9861 3.5001 -0.001 0.007 0.002
H 1.9121 0.6080 4.6028 0.002 0.004 0.002
H -1.3247 -0.5289 0.7560 -0.010 -0.036 -0.010
H -1.7921 -0.2148 2.4308 0.017 0.030 -0.009
H -2.1830 -1.7562 1.6811 -0.006 0.005 0.028
H -0.0505 -2.9592 0.5089 0.003 0.000 -0.001
H -0.8048 -3.6275 1.9528 -0.004 0.003 -0.006
H 0.9427 -3.5245 1.8597 -0.001 -0.001 0.006
H -0.2257 -0.8991 4.3498 -0.006 0.008 0.002
H 0.7004 -2.3928 4.1472 -0.002 0.001 0.004
H -1.0531 -2.4147 4.0250 -0.002 0.001 -0.002
H 2.1522 -2.8694 0.0926 -0.030 0.010 0.005
H 3.5227 -2.0672 -0.6556 0.005 -0.021 0.014
H 1.9176 -1.3729 -0.8237 0.019 0.007 -0.005
H 2.8240 -2.7554 2.5941 0.005 -0.005 -0.008
H 3.8632 -1.4076 3.0884 -0.002 -0.004 0.004
H 4.3690 -2.4936 1.8007 0.004 0.005 0.001
H 3.5498 0.6585 -0.0360 0.004 -0.005 -0.003
H 4.8084 -0.4896 0.4041 0.003 -0.001 0.005
H 4.2057 0.6311 1.6086 -0.010 0.004 -0.004
```
Positions in Å, forces in eV/Å.

C16H32Cl2O5 | ωB97M-V/def2-TZVPD

## Properties
Maximum force ... 0.0876 hartree/bohr
Total charge ... 0
Spin multiplicity ... 1
E_HOMO ... -9.457 eV
SMILES ... CC(C)=O.CC(C)=O.CC(C)=O.CC(C)=O.CC(C)=O.ClCCl
Kohn-Sham gap ... 9.78 eV

```
55
Properties=species:S:1:pos:R:3:forces:R:3
C -31.0265 25.1320 5.9095 0.431 -0.466 -0.303
Cl -32.6124 25.1702 5.0372 1.043 0.501 0.945
Cl -30.9266 23.6566 6.9745 0.122 0.910 -0.901
H -30.2474 25.1776 5.1486 -0.160 -1.044 -0.191
H -30.6859 25.9714 6.5158 -1.393 0.207 0.347
C -37.0318 22.8800 5.9341 0.261 0.577 0.179
C -36.2614 23.9444 6.7177 1.460 1.809 -0.537
O -36.4666 25.1685 6.6062 0.096 -3.227 0.410
C -35.0068 23.4398 7.5300 -1.441 0.592 -0.346
H -38.0900 22.9219 6.1921 0.029 -0.161 -0.079
H -36.5963 21.8889 6.0614 -0.272 0.049 0.314
H -36.9141 23.1183 4.8770 -0.193 0.201 -0.066
H -34.1439 24.0422 7.2460 -0.097 0.018 0.117
H -34.7908 22.3766 7.4244 -0.134 0.097 -0.120
H -35.2797 23.6297 8.5681 0.322 0.009 0.181
C -28.8433 22.4214 3.6325 -1.545 -0.499 -0.057
C -28.1812 23.1537 2.5246 4.052 1.705 -0.975
O -27.2204 23.9320 2.7196 -2.343 -1.546 0.003
C -28.5641 22.9352 1.0280 -0.729 0.175 0.662
H -28.4481 22.2737 4.6375 1.014 0.458 -0.460
H -29.1753 21.4492 3.2681 -0.117 -0.050 -0.043
H -29.7637 22.9762 3.8142 -0.407 -0.048 -0.116
H -28.1935 23.7451 0.3997 0.068 0.181 0.456
H -29.6477 22.8924 0.9182 -0.140 -0.063 0.030
H -28.1795 22.0302 0.5578 0.163 -0.300 0.570
C -32.5460 23.0011 12.3027 -1.276 0.418 -0.401
C -32.8094 22.1890 11.0108 -2.092 -1.637 0.547
O -33.8895 21.5737 10.8084 3.417 2.098 0.353
C -31.6036 22.1204 10.0638 -0.344 0.270 0.217
H -32.4924 24.0591 12.0461 1.001 0.098 -0.454
H -31.6891 22.6610 12.8842 0.123 0.110 -0.339
H -33.4046 23.1200 12.9635 -0.270 -1.083 0.010
H -31.9072 22.3097 9.0342 -0.108 -0.269 0.095
H -31.1028 21.1556 10.1446 -0.318 -0.226 -0.077
H -30.8360 22.8491 10.3243 -0.192 0.178 0.093
C -33.3862 27.6826 1.3377 -0.147 -0.126 -0.787
C -32.5642 26.6930 0.5368 1.093 -0.789 -2.387
O -32.3023 26.8452 -0.6699 -0.623 -0.199 2.754
C -32.1163 25.3988 1.2873 -0.906 0.865 -0.035
H -33.7806 28.4973 0.7303 0.371 -0.072 -0.270
H -32.8136 28.1219 2.1546 -0.233 -0.373 0.271
H -34.2690 27.1135 1.6289 0.057 0.087 0.771
H -32.9907 24.8038 1.5507 -0.391 0.055 -0.192
H -31.7613 25.6725 2.2809 0.561 -0.046 -0.132
H -31.4767 24.7188 0.7246 0.240 0.556 0.003
C -32.4324 20.0738 2.8298 -0.802 -1.669 -0.419
C -32.6451 21.4167 3.4230 0.194 0.522 0.339
O -31.9499 22.3360 3.0272 -0.800 -0.195 0.422
C -33.6270 21.5422 4.6098 0.843 0.366 -1.244
H -32.8570 19.9515 1.8334 0.615 0.896 -0.609
H -33.0438 19.2648 3.2297 0.262 0.055 1.125
H -31.3790 19.7954 2.8585 -0.099 0.071 -0.232
H -33.0255 21.2772 5.4794 -0.156 0.006 0.230
H -34.4687 20.8568 4.5102 0.040 0.108 0.054
H -33.9189 22.5912 4.6584 -0.153 -0.163 0.277
```
Positions in Å, forces in eV/Å.

C16H32Cl8NO | ωB97M-V/def2-TZVPD

## Properties
Maximum force ... 0.0845 hartree/bohr
Total charge ... +1
Spin multiplicity ... 1
E_HOMO ... -11.767 eV
Kohn-Sham gap ... 7.30 eV

```
58
Properties=species:S:1:pos:R:3:forces:R:3
C 2.4582 2.6973 2.8979 0.788 0.074 0.290
O 2.5729 3.0071 1.4354 -1.632 -2.027 1.382
C 1.7937 1.9337 0.7855 -0.406 -1.631 0.707
C 2.7401 0.6528 0.2869 -1.024 1.000 -0.683
C 1.7566 -0.6225 -0.1094 1.278 -0.163 -0.502
C 1.7316 -1.8217 1.0083 -0.162 0.539 0.256
C 0.5124 -1.7318 2.1001 0.097 -0.243 0.190
C -0.9834 -1.4969 1.4372 -0.229 0.083 0.167
C -1.5530 -0.0874 2.0558 -0.264 -0.549 0.658
C -3.1664 0.1456 1.8803 -0.322 2.012 -1.206
C -3.3307 1.8000 2.0526 -0.677 -1.173 -1.874
N -3.5449 2.4462 0.8551 0.388 -2.207 3.721
C -3.5298 1.4814 -0.3379 2.121 -1.853 -0.252
C -3.8606 0.0546 0.3982 -2.453 0.885 0.703
H 1.3647 2.9203 3.2974 2.187 -0.533 -0.891
H 2.7534 1.5527 3.0629 -0.737 2.483 -0.178
H 3.2224 3.3646 3.4877 -1.513 -1.245 -1.321
H 1.0593 2.3130 -0.0517 1.817 -0.447 1.402
H 1.1001 1.4761 1.6391 1.134 0.841 -1.899
H 3.2994 0.9926 -0.6976 -0.963 -0.704 2.229
H 3.5068 0.4155 1.1383 -1.445 0.328 -1.685
H 0.7061 -0.2255 -0.4389 1.979 -0.843 0.911
H 2.2467 -1.0954 -1.0899 -1.166 0.982 2.063
H 1.6400 -2.8477 0.4439 0.295 1.949 1.201
H 2.7535 -1.7397 1.6178 -2.186 -0.525 -1.426
H 0.5119 -2.7445 2.7220 -0.061 2.194 -1.308
H 0.7182 -0.8568 2.8818 -0.354 -1.798 -1.736
H -0.9709 -1.4304 0.2630 0.179 -0.091 2.362
H -1.7051 -2.4091 1.6971 1.508 2.167 -0.329
H -0.9821 0.8310 1.6091 -0.913 -1.756 0.734
H -1.3448 -0.1168 3.2264 -0.452 0.225 -2.472
H -3.8431 -0.4468 2.6288 1.566 1.314 -1.179
H -3.2482 2.1930 3.1536 -0.192 0.141 -2.635
H -3.6975 3.4809 0.8074 0.369 -1.317 -0.064
H -2.3882 1.3599 -0.6203 -2.212 0.717 0.145
H -4.1405 1.7926 -1.2887 0.977 -0.449 2.327
H -3.8279 -0.9483 -0.2033 0.610 2.208 1.001
H -5.0158 0.1896 0.6653 2.239 -0.540 -0.568
C 0.2371 -0.5886 -3.4860 0.141 -0.119 -0.350
Cl -0.6668 -1.6549 -2.4038 -0.092 -0.145 -0.171
Cl 0.4297 1.0201 -2.7788 -0.020 0.202 -0.208
H 1.2252 -1.0188 -3.6657 -0.233 0.131 0.190
H -0.3040 -0.4993 -4.4311 0.032 -0.024 0.325
C 5.3405 3.3148 -2.1440 0.241 0.367 0.075
Cl 3.7693 2.8875 -2.8323 -0.091 0.084 -0.062
Cl 6.1541 1.8909 -1.4840 0.057 0.079 0.009
H 5.9655 3.7505 -2.9273 -0.198 -0.240 0.146
H 5.1918 4.0429 -1.3429 -0.052 -0.302 -0.156
C -3.4209 -0.0131 -5.5385 0.086 0.092 -0.496
Cl -2.7942 -1.6656 -5.5788 0.006 0.104 -0.068
Cl -3.9787 0.4161 -3.9169 -0.060 0.116 0.115
H -2.6265 0.6759 -5.8354 -0.177 -0.192 0.189
H -4.2584 0.0669 -6.2357 0.164 -0.092 0.292
C 0.5624 -5.9042 1.4858 0.298 -0.317 -0.134
Cl 0.8455 -5.8439 3.2297 0.059 -0.027 -0.078
Cl -0.7731 -4.8432 1.0212 -0.026 -0.101 -0.192
H 1.4689 -5.5832 0.9669 -0.263 0.031 0.187
H 0.3175 -6.9302 1.2004 -0.042 0.306 0.147
```
Positions in Å, forces in eV/Å.